[1]
# C22H58GaO20P4

C22H58GaO20P4 as an isolated structure at a distorted geometry (wB97M-V/def2-TZVPD, OMol25).

**Gap between HOMO and LUMO**: 6.61 eV
**HOMO level**: -0.1775 Eh
**Total charge**: -1

Cartesian coordinates (Å):
C  4.652  -1.694  2.898
C  6.011  -0.917  2.317
O  6.107  -1.279  0.894
C  7.379  -0.829  0.292
C  7.015  0.310  -0.877
O  5.939  1.231  -0.468
Ga  6.761  2.739  0.345
C  5.722  3.553  1.936
C  4.089  3.486  1.813
C  3.475  2.007  1.460
C  1.856  2.070  1.813
O  1.346  2.186  3.042
O  0.884  1.986  0.674
C  -0.031  0.864  0.933
C  -0.713  0.226  -0.439
H  4.186  -1.133  3.823
H  4.994  -2.793  3.124
H  3.885  -1.708  1.996
H  6.901  -1.330  2.982
H  5.949  0.234  2.532
H  7.983  -1.727  -0.212
H  8.049  -0.241  1.080
H  8.013  0.891  -1.162
H  6.606  -0.312  -1.791
H  7.200  3.855  -0.758
H  8.172  2.201  0.958
H  6.012  4.708  1.970
H  6.151  3.106  2.953
H  3.623  4.289  1.072
H  3.662  3.778  2.887
H  3.528  1.902  0.272
H  4.026  1.105  1.962
H  -0.902  1.270  1.619
H  0.606  0.025  1.481
H  -0.252  0.684  -1.436
H  -1.877  0.459  -0.346
H  -0.484  -0.928  -0.482
C  0.035  -6.809  2.207
O  0.016  -5.400  2.134
P  -0.969  -4.689  1.075
O  -2.069  -5.542  0.528
O  0.029  -4.071  -0.026
C  0.806  -4.961  -0.792
O  -1.457  -3.377  1.871
C  -2.203  -3.575  3.051
H  0.898  -7.195  1.662
H  0.125  -7.096  3.261
H  -0.879  -7.261  1.812
H  0.274  -5.900  -0.976
H  1.742  -5.166  -0.264
H  1.039  -4.493  -1.752
H  -1.534  -3.517  3.914
H  -2.711  -4.544  3.050
H  -2.952  -2.784  3.129
C  -1.303  3.693  3.712
O  -2.576  3.159  4.004
P  -3.241  3.475  5.438
O  -2.650  4.621  6.197
O  -3.206  2.059  6.201
C  -1.949  1.496  6.498
O  -4.803  3.632  5.078
C  -5.167  4.689  4.219
H  -0.541  2.924  3.852
H  -1.298  4.008  2.662
H  -1.063  4.564  4.327
H  -1.204  2.269  6.709
H  -1.619  0.889  5.650
H  -2.047  0.852  7.375
H  -5.249  4.311  3.196
H  -4.436  5.503  4.247
H  -6.139  5.077  4.532
C  -3.126  -3.785  -6.720
O  -2.168  -4.005  -5.707
P  -1.588  -2.739  -4.896
O  -2.384  -1.476  -4.996
O  -0.062  -2.627  -5.393
C  0.174  -2.331  -6.749
O  -1.421  -3.321  -3.404
C  -2.592  -3.732  -2.733
H  -2.641  -3.814  -7.697
H  -3.868  -4.590  -6.669
H  -3.651  -2.835  -6.599
H  -0.602  -1.674  -7.157
H  0.204  -3.263  -7.320
H  1.142  -1.831  -6.840
H  -2.712  -4.812  -2.848
H  -3.480  -3.225  -3.122
H  -2.489  -3.497  -1.671
C  -3.042  1.334  -4.387
O  -3.579  2.639  -4.337
P  -4.123  3.202  -2.928
O  -3.666  2.467  -1.707
O  -5.718  3.269  -3.128
C  -6.413  2.061  -3.330
O  -3.705  4.756  -2.983
C  -2.328  5.055  -3.037
H  -3.787  0.645  -4.788
H  -2.175  1.347  -5.058
H  -2.706  0.982  -3.409
H  -5.947  1.235  -2.784
H  -6.429  1.831  -4.400
H  -7.441  2.180  -2.980
H  -2.035  5.221  -4.077
H  -1.722  4.249  -2.613
H  -2.145  5.970  -2.467

Atom charges from the Löwdin analysis, given in e for atoms 1 to 4: C -0.111; C -0.265; O -0.230; C -0.195


[2]
# C41H34N6O6PbS

C41H34N6O6PbS as an isolated structure at a distorted geometry (wB97M-V/def2-TZVPD, OMol25).

**Gap between HOMO and LUMO**: 5.86 eV
**HOMO level**: -0.4914 Eh
**Total charge**: +2
**ΔE to the lowest compared entry with this formula, charge and spin**: 216.7 kJ/mol

Cartesian coordinates (Å):
Pb  -0.931  0.538  0.298
C  -4.509  -0.518  3.467
O  -4.955  0.500  2.539
C  -3.928  0.767  1.751
N  -2.857  0.090  1.903
C  -3.159  -0.979  2.870
C  -2.073  -1.264  3.873
C  -2.087  -2.481  4.549
C  -1.101  -2.776  5.478
C  -0.077  -1.871  5.720
C  -0.041  -0.671  5.027
C  -1.041  -0.367  4.114
C  -4.082  1.774  0.692
C  -5.272  2.459  0.479
C  -5.346  3.330  -0.597
C  -4.239  3.493  -1.416
C  -3.090  2.774  -1.114
N  -3.017  1.937  -0.086
C  -1.863  2.895  -1.912
N  -0.827  2.180  -1.706
C  0.199  2.577  -2.674
C  -0.485  3.747  -3.437
O  -1.820  3.797  -2.879
C  1.493  2.974  -2.004
C  1.492  3.547  -0.737
C  2.684  3.933  -0.139
C  3.884  3.772  -0.815
C  3.889  3.206  -2.082
C  2.700  2.808  -2.674
H  -5.255  -1.305  3.520
H  -4.398  -0.054  4.449
H  -3.324  -1.889  2.285
H  -2.868  -3.202  4.337
H  -1.131  -3.719  6.007
H  0.686  -2.097  6.452
H  0.759  0.036  5.210
H  -1.035  0.575  3.575
H  -6.113  2.302  1.139
H  -6.257  3.877  -0.798
H  -4.254  4.145  -2.277
H  0.391  1.733  -3.341
H  -0.558  3.592  -4.511
H  -0.002  4.704  -3.243
H  0.547  3.704  -0.226
H  2.675  4.376  0.850
H  4.811  4.088  -0.356
H  4.820  3.081  -2.619
H  2.709  2.374  -3.667
O  -3.392  -2.889  -0.026
C  -2.424  -2.159  -0.034
O  -2.305  -1.029  -0.639
C  -1.194  -2.625  0.767
C  -1.075  -3.960  1.119
C  0.047  -4.352  1.831
C  0.994  -3.397  2.180
C  0.790  -2.086  1.797
N  -0.284  -1.717  1.096
H  -1.853  -4.652  0.833
H  0.179  -5.390  2.105
H  1.879  -3.663  2.740
H  1.502  -1.311  2.053
C  0.734  3.428  3.658
O  0.141  2.737  2.485
C  0.752  1.790  1.944
O  1.738  1.179  1.938
H  0.035  3.290  4.477
H  0.809  4.478  3.393
H  1.710  3.009  3.888
S  2.813  -1.516  -5.283
C  1.932  -1.129  -3.786
C  2.577  -0.731  -2.619
C  1.812  -0.380  -1.524
N  0.478  -0.420  -1.532
C  -0.146  -0.825  -2.643
C  0.540  -1.178  -3.790
C  3.788  -2.889  -4.655
C  4.994  -2.701  -4.001
C  5.616  -3.821  -3.460
N  5.107  -5.039  -3.571
C  3.985  -5.223  -4.248
C  3.278  -4.168  -4.818
H  3.655  -0.683  -2.565
H  2.283  -0.051  -0.604
H  -1.225  -0.880  -2.588
H  0.000  -1.497  -4.671
H  5.452  -1.724  -3.923
H  6.543  -3.735  -2.907
H  3.624  -6.242  -4.321
H  2.364  -4.343  -5.368

Atom charges from the Löwdin analysis, given in e for atoms 1 to 4: Pb 1.540; C -0.012; O 0.066; C -0.304


[3]
# C2F3NO5RuS2

C2F3NO5RuS2 as an isolated structure at a distorted geometry (wB97M-V/def2-TZVPD, OMol25).

**Gap between HOMO and LUMO (alpha / beta)**: 8.16 / 5.63 eV
**Multiplicity**: 7
**HOMO level (alpha / beta)**: -0.3049 / -0.3545 Eh
**⟨S²⟩**: 12.01

Cartesian coordinates (Å):
Ru  -1.499  0.252  -2.001
N  -0.027  -0.201  1.232
S  -0.799  1.292  1.112
O  -1.981  0.999  -0.065
S  0.890  -0.646  0.019
O  0.361  -0.257  -1.330
O  1.282  -2.045  0.166
C  2.532  0.265  0.067
F  2.388  1.533  -0.283
F  3.015  0.206  1.299
F  3.386  -0.319  -0.761
O  -3.025  -0.773  -0.884
C  -3.002  -0.112  0.174
O  -3.520  -0.196  1.256

Atom charges from the natural (NBO) analysis, given in e for atoms 1 to 4: Ru 1.308; N -1.067; S 0.766; O -0.830